# 1
The following is a quantum chemistry calculation of an isolated molecule of C19H12F3N3O4S2 in a non-equilibrium geometry, from OMol25.

Geometry as XYZ:
```
43
Properties=species:S:1:pos:R:3:forces:R:3
O -1.60057 -1.10336 -2.47737 -1.05 0.05 0.36
C -0.48570 -0.88865 -2.06274 0.09 -0.86 -2.60
N 0.56896 -1.11689 -2.96712 -0.20 0.49 1.55
C 0.41030 -1.43830 -4.40189 -0.26 1.15 0.34
C 1.15142 -0.42288 -5.22855 0.42 0.45 0.17
C 2.32157 -0.64073 -5.88442 -0.52 -0.36 0.09
N 2.85163 0.42155 -6.55491 0.65 0.26 -0.50
C 2.13985 1.47738 -6.41671 -1.07 -0.41 1.04
C 2.41914 2.88021 -6.90150 -0.39 -0.69 -0.56
F 1.25198 3.39617 -7.38559 0.83 0.11 0.33
F 2.81565 3.61233 -5.85375 0.06 0.39 -0.43
F 3.33468 2.93086 -7.88056 -0.41 0.10 0.69
S 0.71639 1.25738 -5.37801 0.53 -0.54 -0.57
C -0.25650 -0.42814 -0.66918 -0.21 0.57 0.95
C 1.02943 -0.33490 -0.13418 -0.20 0.74 1.54
C 1.16937 0.14643 1.20640 0.18 -0.47 -0.33
C 0.04555 0.47346 1.99603 1.13 -0.41 -0.06
C -1.23191 0.35227 1.46279 -1.07 0.26 -0.93
C -1.38917 -0.06844 0.11608 1.18 -0.09 0.58
N -2.41242 0.73199 2.16202 1.87 -0.96 0.69
C -2.80605 0.38172 3.47293 -1.78 0.66 -0.99
O -3.98686 0.63130 3.65759 0.45 -0.43 1.02
C -1.97924 -0.27545 4.58413 0.99 0.53 -0.79
C -2.62185 -1.11822 5.49158 -0.14 -0.09 -0.34
C -1.93113 -1.71279 6.53808 -0.31 0.28 0.24
C -0.57522 -1.47598 6.67640 0.01 -0.67 1.71
C 0.08784 -0.61169 5.83477 0.70 -0.18 -0.26
C -0.59710 -0.01789 4.78433 -0.47 -0.40 -0.64
S 0.29588 1.09195 3.69054 2.45 2.65 1.44
O 1.74655 1.10343 4.05845 -2.90 -1.16 -1.23
O -0.31506 2.41421 3.84246 -0.11 -1.70 -0.73
H 1.46139 -0.75950 -2.65764 0.08 -0.18 -0.50
H -0.63682 -1.40017 -4.72117 0.04 -0.16 0.67
H 0.79076 -2.42833 -4.62829 0.12 -0.16 0.05
H 2.77568 -1.62741 -5.89308 0.20 0.29 -0.22
H 1.90596 -0.61388 -0.73465 -0.37 0.20 0.58
H 2.16812 0.24859 1.66808 -0.68 -0.07 -0.33
H -2.40865 -0.13129 -0.25030 0.29 -0.13 -0.32
H -3.17110 1.13199 1.61049 0.24 -0.35 0.46
H -3.66488 -1.36814 5.37020 -0.15 0.34 -0.15
H -2.49318 -2.27251 7.29962 0.42 0.02 -0.58
H -0.04993 -1.94816 7.54638 -0.36 0.55 -1.03
H 1.15526 -0.47953 6.01226 -0.29 0.36 -0.41
```
Forces are in eV/Å.

Values from the calculation:
SMILES string: O=C(NCc1cnc(C(F)(F)F)s1)c1ccc2c(c1)NC(=O)c1ccccc1S2(=O)=O
Total charge: 0
HOMO energy in eV: -9.5
Lowest unoccupied orbital energy in eV: -0.712



# 2
The following is a quantum chemistry calculation of C19H12FNO11Pt as an isolated structure in a non-equilibrium geometry, from OMol25.

Geometry as XYZ:
```
45
Properties=species:S:1:pos:R:3:forces:R:3
Pt -0.44043 0.74268 0.48795 -0.41 -1.57 -0.98
C 2.37523 1.73946 -2.18046 -2.47 2.21 2.05
C 1.00689 1.91088 -1.59709 0.95 -2.47 -1.95
C -0.21711 1.12277 -2.28067 1.56 -2.72 -0.22
O -1.20389 1.00595 -1.48652 -0.82 0.78 -1.63
C 0.07110 0.19367 -3.42311 -1.34 3.96 3.61
C 1.37733 0.11361 -3.86792 1.33 -1.98 -3.95
C 2.55206 0.90358 -3.21501 3.61 -2.18 -3.76
O 3.77549 0.83593 -3.69106 -3.55 -0.15 0.80
O 1.52081 -0.62720 -4.90870 0.98 1.95 2.65
O 0.86732 2.30614 -0.44883 0.11 1.10 0.16
H 3.22756 2.28950 -1.80979 -0.01 -0.09 0.31
H -0.66010 -0.35230 -4.00074 -0.23 -0.05 0.49
C 3.63837 0.30959 0.73055 -7.01 -0.01 3.11
C 2.21997 -0.02278 0.82208 3.53 -1.88 -2.17
C 1.63617 -1.12807 -0.16113 4.24 0.87 -0.90
O 0.41202 -1.21369 -0.20032 -2.73 -0.15 0.30
C 2.55289 -1.75488 -1.04672 -3.91 -0.02 1.90
C 3.84468 -1.36540 -1.10165 5.34 -1.01 -4.48
C 4.40938 -0.24440 -0.22937 4.16 2.28 -1.44
O 5.50598 0.39950 -0.41772 -1.55 -2.58 -0.66
O 4.57496 -1.84032 -2.08757 -1.66 1.62 3.54
O 1.37226 0.50733 1.56111 -0.62 1.00 2.10
H 3.79899 1.14872 1.39120 1.10 0.12 -0.26
H 2.21074 -2.46518 -1.78482 -0.11 -0.01 -0.01
C -3.40920 -3.21349 2.69397 -1.27 0.53 -3.33
C -4.00486 -3.70435 1.29784 0.80 -0.88 1.85
O -3.27308 -2.90585 0.39333 -1.75 -3.98 -1.93
C -3.00106 -1.78240 0.92927 3.05 3.95 -0.47
O -2.43938 -0.86606 0.33706 -1.92 -1.76 1.51
O -3.27999 -1.83303 2.21759 0.35 0.83 3.29
F -5.34927 -3.47490 1.16272 0.57 0.10 0.11
H -2.44356 -3.69770 2.83954 0.11 0.33 0.06
H -4.06588 -3.34955 3.55325 -0.01 0.54 -0.26
H -3.80938 -4.77133 1.19077 -0.06 0.19 -0.77
N -0.55737 3.10545 2.02101 -0.50 0.04 1.05
C -1.09919 2.10649 2.76951 0.63 -0.41 2.66
C -2.29164 1.61422 2.27445 1.36 1.35 0.10
C -2.44557 2.40379 1.12164 -0.15 1.07 -2.02
C -1.36345 3.30360 0.95623 -1.73 -0.56 -0.05
H 0.30373 3.57672 2.25872 -0.16 -0.23 -0.30
H -0.59275 1.84365 3.68649 0.04 -0.19 -0.09
H -2.92481 0.82560 2.65335 0.22 0.17 -0.02
H -3.24427 2.27970 0.40534 0.08 0.14 -0.09
H -1.13769 4.02436 0.18425 -0.14 -0.24 0.07
```
Forces are in eV/Å.

Values from the calculation:
Multiplicity: 4
Total charge: -1
<S²>: 3.90
HOMO energy (spin up / spin down) in eV: -4.2 / -4.1
Relative energy (zero: lowest compared OMol25 entry of this formula, charge and spin) in kJ/mol: 258.0
Lowest unoccupied orbital energy (spin up / spin down) in eV: 1.791 / 0.378



# 3
The following is a quantum chemistry calculation of C19H12IrN4O3S2 as an isolated structure in a non-equilibrium geometry, from OMol25.

Geometry as XYZ:
```
41
Properties=species:S:1:pos:R:3:forces:R:3
Ir 0.88384 -0.05322 -0.31708 -0.23 -0.26 0.46
C 3.58544 -1.36271 3.26357 0.16 -0.21 -0.20
O 2.74507 -0.68187 4.19842 -0.25 0.16 -0.08
C 1.69643 0.05196 3.82379 0.22 -0.18 0.08
C 0.96078 0.62349 4.86430 -0.03 0.05 0.14
C -0.14908 1.39721 4.61436 0.17 -0.15 0.14
C -0.55526 1.66965 3.29699 0.01 -0.06 -0.31
C 0.14000 1.13160 2.24925 -0.37 0.20 0.09
C -0.13157 1.42675 0.80843 1.56 -0.34 -0.19
N -1.44190 1.47213 0.38491 -0.70 -0.08 -0.31
N -1.91963 1.58760 -0.76187 -0.12 0.21 0.25
C -1.28718 1.19626 -1.89862 0.39 -0.23 0.07
O -0.10043 0.74385 -1.92521 -0.18 -0.22 -0.28
C -2.00439 1.41329 -3.15625 -0.04 0.06 -0.35
C -1.31061 1.25773 -4.35963 0.01 -0.04 0.22
C -1.95782 1.45669 -5.56396 -0.04 -0.01 -0.07
C -3.30366 1.79977 -5.57965 0.05 -0.03 0.02
C -3.99643 1.95501 -4.38614 -0.09 0.00 -0.10
C -3.35302 1.77008 -3.17657 0.10 -0.02 0.13
C 1.24868 0.26238 2.47938 -0.03 -0.12 -0.17
O 1.78353 -0.36020 1.47775 -0.01 -0.08 0.04
H 4.38415 -1.79705 3.85806 -0.05 0.05 0.05
H 4.00107 -0.68151 2.52407 -0.03 0.06 0.03
H 3.04067 -2.15505 2.75063 -0.04 0.06 0.03
H 1.29967 0.41751 5.87052 -0.05 0.03 0.02
H -0.70847 1.81055 5.44241 0.02 0.01 0.01
H -1.41000 2.30469 3.10494 0.01 0.02 0.00
H 0.44853 2.30705 0.47471 -0.34 0.17 0.14
H -0.26638 0.98103 -4.32015 0.00 -0.01 -0.06
H -1.41730 1.33770 -6.49353 0.00 0.00 0.00
H -3.81387 1.93929 -6.52360 -0.01 0.02 0.00
H -5.04568 2.21787 -4.40899 0.00 0.01 0.05
H -3.87999 1.89327 -2.24036 -0.03 0.01 -0.02
S 2.52285 -1.63288 -1.19803 -0.66 0.25 0.41
C 1.99258 -3.05456 -0.43057 -0.04 0.38 -0.23
C 2.92847 -4.13122 -0.39649 0.24 -0.32 0.07
N 3.69836 -4.98327 -0.33073 -0.01 0.05 -0.05
C 0.71953 -3.26996 0.10601 -0.37 0.49 -0.16
S -0.55276 -2.14481 0.11298 0.75 0.40 -0.02
C 0.40002 -4.55154 0.64569 0.02 -0.37 0.17
N 0.12577 -5.56458 1.11625 0.00 0.03 -0.04
```
Forces are in eV/Å.

Values from the calculation:
Multiplicity: 6
Total charge: 0
<S²>: 8.83
HOMO energy (spin up / spin down) in eV: -7.8 / -8.7
Lowest unoccupied orbital energy (spin up / spin down) in eV: -0.337 / -3.076



# 4
The following is a quantum chemistry calculation of C19H13Br2NO4V as an isolated structure in a non-equilibrium geometry, from OMol25.

Geometry as XYZ:
```
40
Properties=species:S:1:pos:R:3:forces:R:3
V 0.00650 1.28596 0.49121 2.76 1.30 0.45
C -0.18640 3.12526 2.32541 0.09 0.05 0.16
C 0.47420 3.58816 1.18671 0.32 0.38 0.11
C 1.64520 2.94766 0.74721 0.44 0.44 0.25
C 2.17410 1.87476 1.48701 0.23 0.26 0.14
C 1.49920 1.40876 2.61681 0.20 0.07 0.03
C 0.30170 2.01187 3.01781 0.00 0.13 0.02
H -1.05570 3.65316 2.69941 -0.10 -0.15 -0.15
H 0.13740 4.49577 0.69311 -0.08 -0.24 -0.08
H 2.22850 3.38256 -0.05979 -0.22 -0.23 -0.08
H 3.13940 1.45906 1.21811 -0.19 -0.09 -0.10
H 1.93740 0.62127 3.22081 -0.15 -0.08 -0.16
H -0.20320 1.67367 3.91531 -0.04 -0.07 -0.10
Br 2.34500 0.72636 -1.87089 0.04 0.02 -0.34
C 0.60850 1.14947 -2.45349 0.38 0.02 -0.20
C 0.27530 1.19657 -3.80439 0.11 -0.04 0.24
C -1.03830 1.46656 -4.15639 0.05 0.01 0.30
C -1.99020 1.64696 -3.14899 0.24 0.04 0.45
C -1.55570 1.60366 -1.83979 -0.80 -0.11 -0.30
N -0.27650 1.37976 -1.48899 0.14 0.49 -0.79
C -2.43480 1.64876 -0.60389 -1.63 -0.04 -3.48
O -3.61810 1.64026 -0.57949 0.73 0.09 0.52
O -1.59530 1.66456 0.41711 -2.64 0.78 2.76
H 1.04310 1.01687 -4.54499 -0.05 0.01 0.02
H -1.32220 1.52706 -5.19799 0.00 -0.04 -0.02
H -3.03520 1.81926 -3.36339 -0.04 0.00 0.03
Br 0.54440 -7.15614 1.60931 -0.06 0.57 -0.13
C 0.29450 -5.34084 1.12291 0.03 -0.25 0.05
C 1.02360 -4.34503 1.77991 -0.08 -0.22 -0.10
C 0.84550 -3.02604 1.42141 -0.19 0.11 -0.27
C -0.07110 -2.69833 0.41341 0.26 0.30 0.15
C -0.79920 -3.70603 -0.23559 0.06 0.31 0.07
C -0.61670 -5.02534 0.11061 0.21 -0.01 0.20
C -0.34770 -1.31594 0.01251 -2.50 -2.57 -1.80
O -1.23270 -0.98824 -0.75569 0.32 -0.34 0.37
O 0.39710 -0.33323 0.52141 2.15 -0.63 1.68
H 1.72320 -4.61384 2.55501 0.04 -0.05 0.07
H 1.40610 -2.24653 1.91861 0.06 -0.01 0.05
H -1.50140 -3.41644 -1.00389 -0.04 -0.11 -0.03
H -1.16960 -5.80214 -0.39339 -0.02 -0.09 0.01
```
Forces are in eV/Å.

Values from the calculation:
Multiplicity: 2
Total charge: +2
<S²>: 0.76
HOMO energy (spin up / spin down) in eV: -14.1 / -14.1
Lowest unoccupied orbital energy (spin up / spin down) in eV: -9.230 / -8.721



# 5
The following is a quantum chemistry calculation of C19H13BrClN2O2V as an isolated structure in a non-equilibrium geometry, from OMol25.

Geometry as XYZ:
```
39
Properties=species:S:1:pos:R:3:forces:R:3
V -0.22286 -0.15166 -0.17989 0.64 0.92 -2.80
Cl -4.57411 -4.22286 3.86268 -0.12 -0.12 0.18
C -3.69643 -3.34702 2.67487 0.56 0.44 0.07
C -4.07744 -3.45351 1.32314 0.27 0.22 -0.05
C -3.40474 -2.77219 0.34369 0.13 0.11 -0.03
C -2.30254 -1.93615 0.65129 -0.53 -0.61 1.25
O -1.66641 -1.29369 -0.26159 -1.14 -0.83 -0.58
C -1.92285 -1.83630 2.04201 0.24 0.29 -0.66
C -0.82854 -1.01109 2.38227 -1.29 -1.14 0.72
O -0.20891 -0.38430 1.48533 0.60 -0.34 5.60
C -2.63621 -2.55101 3.02756 -0.48 -0.38 0.00
H -4.91234 -4.08353 1.06699 -0.14 -0.10 -0.05
H -3.71093 -2.86584 -0.68756 0.01 0.02 -0.08
H -0.52236 -0.91951 3.42845 0.11 0.12 -0.18
H -2.34062 -2.46626 4.06163 0.02 -0.01 0.15
Br 5.19678 3.62719 3.59854 -0.18 -0.12 -0.16
C 4.01017 2.86293 2.33980 -0.03 -0.03 0.07
C 4.14699 3.17017 0.99145 0.02 -0.03 0.31
C 3.28874 2.61996 0.06416 -0.34 -0.26 -0.06
C 2.26064 1.74066 0.45328 0.96 0.59 1.21
C 2.15208 1.45300 1.82123 -0.30 -0.17 -0.46
C 3.00637 1.99932 2.75438 0.37 0.29 0.08
N 1.35023 1.14314 -0.43576 0.47 0.64 -1.80
C 1.45462 1.41306 -1.70890 0.59 0.32 1.02
C 0.54978 0.82539 -2.63388 -0.51 -0.23 -1.24
C 0.63432 1.09422 -4.00709 0.09 -0.04 0.74
C -0.26417 0.50147 -4.86269 -0.37 -0.32 0.14
C -1.22811 -0.34831 -4.32238 0.35 0.29 -0.07
C -1.25033 -0.56622 -2.95672 -0.46 -0.34 -0.18
N -0.38817 -0.00171 -2.10571 0.23 0.63 -3.01
H 4.93035 3.84206 0.68167 0.06 0.07 -0.11
H 3.45118 2.90067 -0.96338 -0.01 0.00 -0.09
H 1.37648 0.78309 2.15899 0.13 0.11 -0.03
H 2.89924 1.75992 3.80181 -0.02 -0.02 0.03
H 2.21132 2.07723 -2.11499 -0.06 -0.06 0.13
H 1.39933 1.75950 -4.37362 0.10 0.08 0.00
H -0.22314 0.68962 -5.92269 -0.01 0.02 -0.13
H -1.94755 -0.82914 -4.96504 -0.11 -0.09 0.06
H -1.98987 -1.22228 -2.51333 0.11 0.09 0.02
```
Forces are in eV/Å.

Values from the calculation:
Multiplicity: 4
Total charge: +1
<S²>: 3.78
HOMO energy (spin up / spin down) in eV: -10.6 / -11.4
Relative energy (zero: lowest compared OMol25 entry of this formula, charge and spin) in kJ/mol: 154.5
Lowest unoccupied orbital energy (spin up / spin down) in eV: -4.490 / -4.627